Entry 1:
A molecular structure, C19H26BaClN3O6S, computed with ωB97M-V with the def2-TZVPD basis set.

Each line ends with the Löwdin charge.
Geometry (Å):
Ba  1.27912  0.41079  -0.85328  1.99
N  2.16672  -2.37464  0.63450  -0.04
C  1.30534  -3.50936  0.24451  -0.27
C  -0.10910  -3.03086  -0.03078  -0.22
C  -0.76170  -2.41513  1.20403  -0.21
C  -2.02021  -1.63766  0.87045  -0.26
N  -1.68797  -0.44172  0.06768  -0.04
H  3.14085  -2.63584  0.54679  0.08
H  2.01116  -2.14170  1.60967  0.06
H  1.28432  -4.28173  1.01757  0.12
H  1.72250  -3.95612  -0.65712  0.11
H  -0.70749  -3.87265  -0.38672  0.12
H  -0.06297  -2.28810  -0.83995  0.07
H  -0.07711  -1.71158  1.68789  0.08
H  -1.00498  -3.20143  1.92239  0.13
H  -2.48326  -1.31069  1.79954  0.12
H  -2.73679  -2.28038  0.35152  0.12
H  -2.37760  0.28301  0.22112  0.08
H  -1.71118  -0.65710  -0.92363  0.04
N  0.99314  0.74542  2.79552  0.04
C  0.80103  0.69091  4.21722  -0.34
C  1.81480  0.20287  5.03068  -0.05
C  1.63213  0.14448  6.40314  -0.05
C  0.43278  0.57177  6.96489  -0.26
C  -0.58653  1.03375  6.14883  -0.05
C  -0.40197  1.09236  4.77010  -0.05
S  0.26658  0.58325  8.75872  0.39
O  -1.06146  1.12935  8.98753  -0.37
O  0.42571  -0.81430  9.12819  -0.36
O  1.36227  1.44105  9.18175  -0.36
H  0.37440  1.40931  2.35155  0.05
H  1.96108  0.91692  2.56024  0.05
H  2.75595  -0.11322  4.58513  0.10
H  2.41552  -0.22017  7.05625  0.12
H  -1.50984  1.35790  6.61340  0.11
H  -1.19457  1.46712  4.12556  0.10
C  -2.64418  1.11338  -6.31542  -0.02
C  -1.45155  1.90031  -5.84701  -0.19
C  -1.40618  3.28012  -5.93556  -0.05
C  -0.29045  3.98817  -5.50300  -0.67
Cl  -0.26376  5.71853  -5.64360  0.67
C  0.79779  3.32624  -4.97986  -0.10
C  0.77287  1.93598  -4.89086  -0.01
C  -0.34213  1.23123  -5.31995  -0.23
O  -0.44796  -0.12970  -5.27704  -0.02
C  0.65041  -0.83378  -4.76374  -0.09
C  0.85968  -0.55331  -3.28357  -0.73
O  -0.15601  -0.26195  -2.58209  -0.30
O  2.04318  -0.60958  -2.81795  -0.30
H  -3.42886  1.77663  -6.67439  0.08
H  -3.04284  0.49898  -5.50691  0.09
H  -2.36229  0.43418  -7.12153  0.09
H  -2.24617  3.81949  -6.35543  0.12
H  1.67114  3.88020  -4.66293  0.11
H  1.65306  1.42488  -4.51929  0.11
H  1.57390  -0.63239  -5.30776  0.14
H  0.40972  -1.89348  -4.85700  0.15

Cartesian forces, eV/Å:
0.081 0.474 3.382
-0.104 0.437 -0.275
0.008 0.054 -0.029
0.109 0.087 0.198
-0.030 -0.014 -0.136
0.091 0.084 0.094
0.376 0.179 -0.211
0.026 -0.031 0.071
0.053 -0.011 0.038
0.041 -0.047 0.019
0.056 -0.008 -0.012
-0.043 0.065 -0.098
-0.083 -0.128 -0.057
-0.039 -0.046 0.108
0.079 0.009 0.037
-0.045 0.063 -0.006
-0.056 0.012 0.002
-0.049 -0.011 -0.025
-0.183 -0.020 -0.007
0.059 -0.473 -0.456
-0.072 -0.022 -0.164
0.143 -0.050 0.016
-0.145 0.051 -0.086
0.039 0.053 0.066
0.124 -0.054 -0.050
-0.134 0.030 0.013
-0.035 -0.048 0.106
0.027 -0.017 -0.055
0.006 0.015 -0.053
-0.027 -0.022 -0.044
0.071 0.214 0.173
0.010 0.303 0.143
-0.040 -0.001 0.045
-0.014 0.034 -0.026
0.047 0.001 -0.020
0.038 -0.008 0.043
0.081 0.033 0.030
-0.130 -0.033 -0.058
0.006 0.058 0.005
-0.040 -0.010 -0.018
-0.016 -0.010 0.016
0.048 -0.032 0.006
0.079 0.005 0.019
0.023 0.095 0.002
0.026 -0.113 -0.097
-0.089 0.016 0.147
-0.120 -0.351 -0.840
0.012 -0.403 -0.878
-0.300 -0.437 -0.958
0.015 -0.002 0.004
-0.007 0.006 -0.016
-0.023 0.002 0.007
0.008 -0.021 0.025
-0.008 0.000 -0.016
-0.013 0.046 -0.052
0.035 0.013 -0.018
0.027 -0.016 -0.055

Values from the calculation:
**Kohn-Sham gap**: 4.9 eV
**HOMO**: -6.872 eV
**ΔE to the lowest compared entry with this formula, charge and spin**: 24.8 kcal/mol
**Total charge**: 0
**DFT total energy**: -2239.23317 Ha

Entry 2:
C4H9IN2 in the gas phase, computed with ωB97M-V with the def2-TZVPD basis set.

Each line ends with the natural charge from an NBO analysis.
Geometry (Å):
C  -2.18944  -1.16455  0.84002  -0.62
C  -1.04392  -0.12419  0.59101  -0.25
C  -0.20554  -0.42398  -0.36372  -0.03
N  0.90413  0.41124  -0.61957  -0.30
N  1.83196  -0.00023  -1.58506  -0.64
C  1.14144  1.65762  -0.03777  -0.26
I  1.93001  1.30117  2.01840  -0.11
H  -3.17625  -0.81356  0.47581  0.21
H  -1.93989  -2.07361  0.41455  0.20
H  -2.44612  -1.36937  1.87335  0.21
H  -1.26261  0.89600  0.92444  0.22
H  -0.01810  -1.48244  -0.78082  0.20
H  1.34590  -0.63529  -2.27501  0.36
H  2.52381  -0.62984  -1.14202  0.34
H  0.52559  2.48699  0.16311  0.22
H  2.07905  1.96404  -0.49672  0.24

Cartesian forces, eV/Å:
-0.462 2.755 0.860
-4.136 -1.036 0.550
3.444 -0.908 -0.258
-2.030 0.309 -0.957
0.347 -1.567 -0.968
3.000 -1.761 -0.123
0.104 0.061 0.592
0.626 -0.063 -0.377
0.398 -1.815 -1.066
0.584 0.146 0.522
0.647 -0.401 0.130
-0.750 1.801 0.662
0.548 1.276 0.888
-0.344 0.415 -0.049
-1.632 0.283 -0.329
-0.345 0.506 -0.078

Values from the calculation:
**Kohn-Sham gap**: 8.5 eV
**HOMO**: -7.988 eV
**SMILES string**: C/C=C/N(N)CI
**ΔE to the lowest compared entry with this formula, charge and spin**: 6.4 kcal/mol
**Total charge**: 0
**DFT total energy**: -564.92096 Ha

Entry 3:
A molecular structure, C45H78N7P2SiTi, computed with ωB97M-V with the def2-TZVPD basis set.

Each line ends with the Mulliken spin population.
Geometry (Å):
Ti  1.16438  0.10361  -0.21772  1.59
C  2.27208  3.88983  1.14557  0.01
Si  0.98474  2.65545  0.47573  -0.07
C  0.28922  3.52235  -1.10481  -0.01
C  0.64271  4.84002  -1.42227  0.00
C  0.22974  5.45173  -2.59729  0.00
C  -0.57077  4.75988  -3.49597  0.00
C  -0.94554  3.45680  -3.20894  -0.01
C  -0.51240  2.82738  -2.03962  -0.03
P  -1.06327  1.14332  -1.57753  0.14
C  -0.84937  -0.03834  -3.03520  0.00
C  -1.67986  -1.32059  -2.85732  0.04
C  -3.02162  -1.30083  -3.58438  0.00
C  -2.83684  -0.96806  -5.06501  0.00
C  -2.10177  0.35621  -5.27070  0.00
C  -0.77754  0.37783  -4.51263  0.00
C  -2.88094  1.39043  -1.26929  -0.01
C  -3.04969  2.24392  0.00304  0.01
C  -4.47842  2.79947  0.14590  0.00
C  -5.48455  1.87342  -0.52640  0.00
C  -5.21636  1.83659  -2.03909  0.00
C  -3.72741  2.05290  -2.35684  0.00
C  -0.37429  2.73613  1.83385  0.01
C  -0.96565  3.95410  2.18465  0.01
C  -1.98687  4.03162  3.11655  0.00
C  -2.44844  2.87614  3.73451  0.00
C  -1.86681  1.65856  3.42785  -0.01
C  -0.82904  1.57790  2.49099  0.07
P  -0.05141  -0.03666  2.10326  0.00
C  1.15132  -0.29741  3.49481  0.01
C  0.51599  -0.56937  4.86535  0.00
C  1.56704  -0.38726  5.95814  0.00
C  1.98401  1.08810  6.07076  0.00
C  1.84574  1.81816  4.72738  0.00
C  2.15394  0.88171  3.56361  0.03
C  -1.33774  -1.31096  2.46215  -0.16
C  -2.51827  -1.19376  1.49456  0.01
C  -3.53654  -2.31270  1.70081  0.00
C  -2.88204  -3.68703  1.59030  0.00
C  -1.71318  -3.81496  2.56406  0.00
C  -0.69361  -2.70011  2.34148  0.12
H  1.85016  4.87299  1.37120  0.00
H  3.10464  4.02926  0.45121  0.00
H  2.68430  3.50362  2.08152  0.00
H  1.25973  5.40555  -0.73468  0.00
H  0.52376  6.47246  -2.80810  0.00
H  -0.90911  5.23346  -4.40878  0.00
H  -1.59180  2.93305  -3.89988  0.00
H  0.16381  -0.34330  -2.79117  -0.02
H  -1.81255  -1.54565  -1.79505  0.00
H  -1.08678  -2.14855  -3.27272  0.01
H  -3.68981  -0.57313  -3.12263  0.00
H  -3.50489  -2.27456  -3.47902  0.00
H  -3.80356  -0.94433  -5.57064  0.00
H  -2.25644  -1.76955  -5.53793  0.00
H  -2.73664  1.18678  -4.96064  0.00
H  -1.90507  0.51072  -6.33414  0.00
H  -0.27997  1.34311  -4.62026  0.00
H  -0.12312  -0.36064  -4.99979  0.00
H  -3.27206  0.38103  -1.08367  0.02
H  -2.34448  3.07510  -0.02677  0.00
H  -2.79132  1.65617  0.88093  0.01
H  -4.54663  3.78825  -0.31703  0.00
H  -4.70985  2.93761  1.20296  0.00
H  -6.50808  2.19419  -0.33022  0.00
H  -5.38727  0.86971  -0.10091  0.00
H  -5.80175  2.61024  -2.54118  0.00
H  -5.54868  0.87820  -2.44926  0.00
H  -3.49892  3.12137  -2.36850  0.00
H  -3.50723  1.67840  -3.35010  0.00
H  -0.63587  4.86354  1.69159  0.00
H  -2.43321  4.98889  3.35649  0.00
H  -3.25469  2.92858  4.45522  0.00
H  -2.23649  0.76245  3.90942  0.00
H  1.72050  -1.18178  3.19833  0.01
H  0.11071  -1.58380  4.89237  0.00
H  -0.31774  0.11325  5.05418  0.00
H  2.43566  -1.00488  5.70768  0.00
H  1.19490  -0.75098  6.91685  0.00
H  3.01546  1.14826  6.42497  0.00
H  1.36920  1.59240  6.81879  0.00
H  2.50592  2.68686  4.69721  0.00
H  0.82910  2.20232  4.60953  0.00
H  3.16912  0.48284  3.68219  0.00
H  2.14194  1.44509  2.62629  0.00
H  -1.70880  -1.19048  3.48423  0.00
H  -2.12747  -1.23925  0.46624  0.07
H  -2.99898  -0.22292  1.61147  0.01
H  -4.34449  -2.21807  0.97160  0.00
H  -3.99332  -2.21070  2.69095  0.00
H  -2.51580  -3.82829  0.56615  0.00
H  -3.61699  -4.47237  1.77604  0.00
H  -1.23394  -4.79166  2.46268  0.00
H  -2.08944  -3.75511  3.59067  0.00
H  -0.29712  -2.78787  1.31929  0.01
H  0.14906  -2.80519  3.02749  0.03
C  1.10902  -4.62466  -1.77121  0.00
N  1.70044  -3.64405  -2.66790  0.01
C  1.97599  -4.03326  -4.04616  0.00
C  1.75912  -2.35092  -2.26279  0.12
N  1.21627  -1.90110  -1.17341  -0.23
N  2.46160  -1.51858  -3.12460  0.00
C  2.56602  -0.12925  -3.11900  0.07
N  3.10144  0.34926  -4.28813  0.01
N  2.24559  0.57323  -2.10413  0.00
H  1.36337  -5.61934  -2.12541  0.00
H  0.01882  -4.53885  -1.72205  0.00
H  1.52064  -4.51702  -0.76636  0.00
H  1.59116  -5.03551  -4.20731  0.00
H  3.04775  -4.05994  -4.26398  0.00
H  1.47426  -3.37151  -4.75449  0.00
H  0.61976  -2.60125  -0.74885  0.03
H  3.00310  -1.97462  -3.83868  0.00
H  2.84751  -0.11247  -5.14701  0.00
H  3.16841  1.35143  -4.36944  0.00
H  2.27455  1.57346  -2.28174  0.01
C  5.69590  -1.47585  1.89717  0.00
C  4.68639  -2.32544  1.13370  0.01
C  5.13099  -2.51548  -0.32246  0.00
C  4.52887  -3.68604  1.80164  0.00
N  3.35742  -1.69038  1.23102  0.09
N  3.24155  -0.40712  0.62867  -0.08
H  6.66044  -1.98178  1.94054  0.00
H  5.34492  -1.30756  2.91624  0.00
H  5.85397  -0.50759  1.41800  0.00
H  6.09278  -3.02741  -0.36340  0.00
H  5.25739  -1.56422  -0.84614  0.00
H  4.40081  -3.12017  -0.86963  0.00
H  5.46472  -4.24349  1.76328  0.00
H  3.76381  -4.28250  1.29560  0.00
H  4.23404  -3.56577  2.84399  0.00
H  2.67482  -2.28380  0.77109  0.04
H  3.85696  -0.29305  -0.17486  0.01
H  3.48111  0.30441  1.31117  0.01

Cartesian forces, eV/Å:
-0.088 0.215 -0.034
-0.012 -0.029 -0.016
0.131 -0.076 0.004
-0.068 -0.007 -0.021
-0.013 -0.049 -0.020
-0.036 -0.019 -0.026
0.034 0.023 0.025
0.028 -0.001 0.022
0.047 0.016 0.037
-0.005 -0.145 -0.048
0.074 0.080 0.084
-0.045 0.022 -0.058
0.057 0.021 -0.051
0.002 0.020 0.011
0.012 -0.036 0.011
-0.063 -0.006 -0.014
0.088 0.058 0.064
-0.085 -0.051 0.036
-0.011 -0.017 -0.015
0.025 0.034 -0.004
-0.026 -0.014 -0.020
-0.056 -0.067 0.075
-0.041 -0.076 0.004
0.020 -0.052 -0.019
-0.016 0.045 0.006
-0.005 0.016 0.019
0.110 -0.006 -0.079
-0.093 0.011 0.058
0.131 0.017 -0.035
-0.006 0.095 0.024
0.049 -0.017 0.028
-0.011 0.019 -0.004
0.012 0.007 -0.014
-0.009 -0.002 0.007
-0.014 -0.021 0.034
0.020 -0.099 -0.090
0.060 -0.089 -0.017
0.029 -0.021 -0.017
-0.017 0.015 0.086
-0.020 0.043 -0.014
-0.136 0.027 -0.089
0.001 0.007 -0.003
-0.001 0.018 -0.001
0.027 0.031 -0.010
0.000 -0.002 0.006
0.004 0.001 -0.003
0.003 0.002 0.003
-0.009 -0.009 -0.024
-0.007 0.033 -0.071
-0.027 0.006 0.036
-0.010 -0.024 0.006
-0.033 0.082 0.012
-0.011 -0.001 0.002
0.001 -0.006 -0.003
-0.005 -0.010 0.001
-0.006 0.001 -0.007
-0.011 -0.004 0.000
0.017 -0.014 0.012
0.015 0.002 -0.009
0.039 0.020 0.004
0.022 0.023 -0.008
-0.002 0.030 -0.025
0.005 0.004 0.018
0.007 -0.001 0.008
-0.007 -0.010 0.000
-0.007 -0.010 0.014
-0.005 -0.009 0.003
0.011 0.015 -0.017
0.010 -0.016 -0.007
0.001 -0.049 -0.065
0.010 0.005 0.009
-0.001 -0.003 -0.003
-0.002 -0.015 -0.001
-0.023 0.017 0.045
-0.022 -0.046 -0.033
-0.009 0.038 0.021
-0.003 0.013 -0.003
-0.001 -0.011 0.010
0.002 -0.006 -0.001
-0.001 0.010 0.004
0.001 -0.001 0.008
-0.003 0.005 0.001
0.011 0.001 -0.009
-0.011 0.006 0.002
0.028 -0.009 0.006
0.029 -0.012 0.023
-0.035 0.048 0.060
-0.036 0.034 -0.030
-0.012 0.009 0.004
0.004 0.010 0.001
0.010 -0.017 -0.030
0.005 -0.010 -0.026
0.008 0.010 0.000
-0.002 -0.010 0.004
0.102 -0.043 0.007
0.000 -0.016 -0.030
0.011 -0.024 0.011
0.012 -0.008 -0.023
0.010 -0.022 -0.012
-0.051 0.184 0.019
-0.003 -0.104 0.001
-0.039 -0.017 0.057
0.100 -0.119 -0.073
0.032 0.000 -0.025
-0.110 0.100 0.215
-0.011 -0.002 0.000
-0.003 0.002 -0.004
-0.004 0.002 0.001
-0.006 0.002 0.005
0.002 0.005 0.006
-0.001 0.002 -0.001
-0.006 -0.006 -0.027
0.011 -0.005 -0.001
-0.010 -0.007 0.002
-0.005 -0.009 0.022
0.031 -0.011 -0.056
-0.029 -0.016 -0.001
-0.003 0.012 -0.032
-0.025 0.005 0.033
0.007 0.002 0.008
0.073 -0.046 0.071
-0.243 0.085 -0.080
0.005 0.003 -0.003
0.019 0.007 0.006
0.003 0.003 0.009
0.004 -0.001 -0.010
0.012 -0.004 -0.014
0.005 -0.006 0.000
-0.001 -0.002 0.003
0.001 -0.001 -0.003
-0.002 -0.002 0.000
0.000 0.016 -0.020
0.043 0.005 0.040
0.049 -0.027 0.035

Values from the calculation:
**Kohn-Sham gap (alpha / beta)**: 6.4 / 6.6 eV
**HOMO (alpha / beta)**: -8.546 / -8.793 eV
**2S+1**: 3
**Expectation value of S²**: 2.007
**ΔE to the lowest compared entry with this formula, charge and spin**: 0.0 kcal/mol
**Total charge**: +1
**DFT total energy**: -3966.40266 Ha